(1)
This record from the Open Molecules 2025 dataset describes a 2-piece molecular cluster, C4H12NO3 overall at a distorted geometry. The level of theory is ωB97M-V with the def2-TZVPD basis set.

## Properties
**Net charge**: +1
**F_max**: 0.0851 hartree/bohr
**Gap between HOMO and LUMO**: 0.427 Eh
**Energy above the lowest of the compared OMol25 structures with the same formula, charge and spin**: 46.2 kcal per mole
**HOMO**: -0.54706 hartree

Geometry (Å):
1 C -0.08 -2.15 1.17
2 C -0.05 -0.94 0.08
3 C 1.40 -0.50 -0.12
4 C 1.36 0.77 -1.06
5 O 2.47 1.46 -1.27
6 O 0.25 1.22 -1.36
7 N -0.93 0.14 0.79
8 H -1.00 -2.71 1.50
9 H 0.70 -2.78 0.95
10 H 0.13 -1.99 2.14
11 H -0.72 -1.09 -0.85
12 H 2.04 -0.28 0.81
13 H 1.93 -1.34 -0.47
14 H 2.39 1.98 -2.03
15 H -1.44 0.73 0.01
16 H -1.78 -0.22 1.22
17 H -0.35 0.85 1.36
18 H -1.58 2.59 -1.52
19 H -2.57 2.33 -0.25
20 O -2.18 1.92 -1.07

Atom charges from the natural (NBO) analysis, given in e for atoms 1 to 2: C -0.664; C -0.018

***

(2)
This record from the Open Molecules 2025 dataset describes C31H19Br4MnN5O5 as an isolated structure at a distorted geometry. The level of theory is ωB97M-V with the def2-TZVPD basis set.

## Properties
**Net charge**: -1
**F_max**: 0.0597 hartree/bohr
**2S+1**: 5
**Gap between HOMO and LUMO (spin up / spin down)**: 0.139 / 0.122 Eh
**Energy above the lowest of the compared OMol25 structures with the same formula, charge and spin**: 131.3 kcal per mole
**HOMO (spin up / spin down)**: -0.11909 / -0.10606 hartree
**<S²>**: 6.1008

Geometry (Å):
1 Mn -0.51 0.01 0.12
2 O 1.40 -0.22 0.11
3 C 2.43 0.18 0.78
4 C 3.73 -0.18 0.36
5 C 4.84 0.21 1.07
6 C 4.71 0.96 2.23
7 C 3.45 1.34 2.66
8 C 2.30 0.96 1.97
9 C 0.98 1.32 2.41
10 N -0.17 1.07 1.78
11 C -1.17 1.55 2.57
12 C -0.63 2.11 3.69
13 N 0.72 1.97 3.57
14 H 3.82 -0.75 -0.55
15 H 5.82 -0.08 0.72
16 H 5.58 1.26 2.78
17 H 3.37 1.95 3.55
18 H -2.20 1.46 2.31
19 H -1.09 2.58 4.53
20 H 1.40 2.24 4.25
21 Br -6.58 2.52 0.95
22 C -5.10 1.33 0.92
23 C -5.18 0.10 1.53
24 Br -6.88 -0.51 2.16
25 C -4.08 -0.70 1.69
26 Br -3.34 -0.38 4.57
27 C -2.88 -0.96 1.48
28 O -1.74 -1.31 1.27
29 C -3.00 1.05 -0.42
30 O -1.83 1.40 -0.70
31 C -3.91 1.80 0.31
32 Br -3.37 3.60 0.59
33 C 0.50 -8.65 -2.50
34 O -0.46 -7.69 -2.16
35 C -0.92 -6.84 -3.13
36 C -0.55 -6.86 -4.47
37 C -1.07 -5.92 -5.34
38 C -1.94 -4.92 -4.89
39 C -2.35 -4.95 -3.54
40 C -1.85 -5.89 -2.69
41 N -2.38 -4.04 -5.85
42 N -2.90 -2.92 -5.62
43 C -2.90 -2.18 -4.49
44 C -4.08 -1.50 -4.17
45 C -4.17 -0.80 -2.99
46 C -3.11 -0.71 -2.09
47 O -3.48 -0.17 -0.86
48 C -1.84 -1.24 -2.42
49 N -0.75 -1.12 -1.61
50 C 0.38 -1.71 -1.99
51 C 0.57 -2.32 -3.22
52 C -0.50 -2.42 -4.08
53 C -1.75 -1.95 -3.66
54 H 0.73 -9.17 -1.57
55 H 1.42 -8.20 -2.90
56 H 0.11 -9.37 -3.23
57 H 0.14 -7.61 -4.84
58 H -0.78 -5.93 -6.38
59 H -3.07 -4.23 -3.18
60 H -2.14 -5.91 -1.65
61 H -4.93 -1.60 -4.82
62 H -5.11 -0.35 -2.71
63 H 1.21 -1.66 -1.30
64 H 1.55 -2.70 -3.49
65 H -0.38 -2.84 -5.06

Atom charges from the natural (NBO) analysis, given in e for atoms 1 to 2: Mn 1.608; O -0.819